Record 1
C2H4Br2Na as an isolated structure, computed with the ωB97M-V functional and the def2-TZVPD basis.

The calculation puts the total energy at -5388.712973 Eh. As for the charge: +1. The calculation puts the energy relative to the best compared isomer or geometry (same formula, charge and spin) at 37.6 kJ/mol. The HOMO energy comes out at -15.472 eV.

Last column: Löwdin charge in e.
Positions of all 9 atoms, in Å:
Br1 0.32 1.70 -0.97  0.821
Br2 -0.06 0.48 1.93  0.821
C1 -0.36 -1.01 -0.47  -0.208
C2 0.47 0.11 0.11  -1.078
H1 -0.02 -1.23 -1.50  0.096
H2 -1.43 -0.74 -0.50  0.092
H3 -0.24 -1.92 0.13  0.096
H4 1.55 -0.12 0.15  0.071
Na1 -0.23 2.75 1.13  0.290

---

Record 2
A 2-piece molecular cluster, C2H4BrCl overall, computed with the ωB97M-V functional and the def2-TZVPD basis.

The calculation puts the total energy at -3112.714901 Eh. As for the charge: 0. The calculation puts the energy relative to the best compared isomer or geometry (same formula, charge and spin) at 258.9 kJ/mol. The HOMO energy (alpha / beta) comes out at -9.700 / -9.648 eV.

Last column: Löwdin charge in e.
Positions of all 8 atoms, in Å:
C1 -0.45 -0.39 0.39  -0.697
C2 0.02 0.52 -0.63  -0.061
Cl1 -2.21 -0.43 0.04  0.601
Br1 2.75 0.19 0.17  -0.066
H1 -0.26 -0.10 1.39  0.051
H2 0.00 -1.42 0.54  0.101
H3 -0.05 1.49 -0.35  0.037
H4 0.19 0.13 -1.55  0.033